No. 1
A structure of composition C20H33N3OS2 in a non-equilibrium geometry. Source: the OMol25 dataset; level of theory: ωB97M-V/def2-TZVPD.

Total energy   -49448.194 eV
ΔE to the lowest compared entry with this formula, charge and spin   17.1780 eV
Frontier orbital gap   7.90 eV

Last column: Löwdin charge in e.
CARTESIAN COORDINATES (ANGSTROEM)
C (-2.07, -5.40, 5.36)  -0.175
C (-0.77, -4.81, 5.11)  -0.318
C (-0.98, -3.52, 4.32)  -0.191
C (0.51, -2.85, 3.92)  -0.132
C (0.47, -1.40, 3.16)  -0.234
H (1.56, -1.29, 2.66)  0.144
H (0.05, -1.78, 2.08)  0.141
C (-0.21, -0.31, 3.79)  -0.209
N (-0.08, 0.90, 2.99)  0.058
C (-1.05, 1.46, 2.55)  -0.417
O (-2.34, 1.05, 2.51)  -0.112
C (-0.78, 2.69, 1.45)  -0.250
N (-0.38, 2.28, 0.36)  -0.022
C (0.71, 1.51, -0.21)  -0.574
N (0.75, 1.07, -1.35)  -0.074
C (2.26, 0.58, -1.97)  -0.035
C (2.80, 1.68, -2.74)  -0.418
C (3.13, 2.92, -2.56)  -0.223
C (3.32, 3.60, -3.62)  -0.173
C (3.48, 2.83, -4.88)  -0.432
S (2.81, 1.42, -4.55)  1.024
H (3.77, 3.11, -5.98)  0.114
H (3.75, 4.59, -3.70)  0.103
H (3.09, 3.21, -1.66)  0.051
H (1.81, -0.26, -2.43)  0.065
H (2.76, 0.49, -0.98)  0.044
C (-0.21, 0.96, -2.16)  -0.311
C (-0.39, -0.33, -3.32)  -0.172
C (-1.44, -0.38, -4.12)  -0.367
C (-1.78, 0.91, -4.74)  -0.239
C (-2.02, 2.09, -3.81)  -0.180
C (-0.65, 2.32, -2.98)  -0.084
H (0.20, 2.34, -3.67)  0.085
H (-0.55, 3.11, -2.23)  0.103
H (-2.01, 3.10, -4.30)  0.122
H (-2.87, 1.82, -3.16)  0.118
H (-2.92, 1.00, -5.26)  0.168
H (-0.90, 0.95, -5.57)  0.164
H (-1.51, -1.19, -4.81)  0.127
H (-2.38, -0.66, -3.54)  0.152
H (0.70, -0.18, -3.92)  0.112
H (0.09, -1.35, -2.97)  0.149
H (-1.14, 0.68, -1.70)  0.120
S (2.23, 1.82, 0.83)  0.525
H (-1.33, 1.95, -0.38)  0.251
H (0.23, 3.08, 2.09)  0.152
H (-1.41, 3.31, 1.63)  0.024
H (1.02, 1.07, 2.89)  0.132
H (-1.33, -0.52, 4.01)  0.164
H (0.44, -0.28, 4.58)  0.100
H (0.99, -3.62, 3.30)  0.096
H (1.01, -2.66, 4.78)  0.044
H (-1.59, -3.63, 3.46)  0.100
H (-1.29, -2.77, 4.92)  0.057
H (-0.07, -4.70, 6.00)  0.125
H (-0.14, -5.69, 4.31)  0.182
H (-2.69, -5.41, 4.46)  0.085
H (-2.61, -4.62, 5.88)  0.080
H (-2.07, -6.33, 5.85)  0.061

---

No. 2
The molecule C20H33N5O4. Source: the OMol25 dataset; level of theory: ωB97M-V/def2-TZVPD.

SMILES string   CCO[C@H]1CCN(C(=O)CO[C@H]2C[C@@H](NC(=O)CCc3ncnn3C)C2)C[C@@H]1C
Total energy   -36916.052 eV
ΔE to the lowest compared entry with this formula, charge and spin   0.4867 eV
Frontier orbital gap   9.92 eV

Last column: Löwdin charge in e.
CARTESIAN COORDINATES (ANGSTROEM)
C (-0.10, -5.46, -5.46)  -0.070
C (0.28, -4.00, -5.47)  -0.274
O (0.86, -3.69, -4.22)  -0.116
C (1.39, -2.38, -4.12)  -0.343
C (0.29, -1.33, -3.97)  -0.103
C (0.86, 0.06, -3.74)  -0.137
N (1.79, 0.05, -2.62)  -0.027
C (1.82, 0.93, -1.57)  -0.429
O (2.68, 0.88, -0.71)  0.051
C (0.74, 2.01, -1.47)  -0.095
O (-0.41, 1.67, -0.72)  -0.088
C (-0.81, 0.31, -0.67)  -0.304
C (-0.05, -0.55, 0.37)  -0.047
C (-1.16, -0.26, 1.39)  -0.259
N (-0.79, 0.80, 2.31)  0.112
C (-1.54, 1.08, 3.40)  -0.489
O (-2.50, 0.40, 3.74)  0.055
C (-1.12, 2.30, 4.19)  -0.091
C (-1.16, 2.02, 5.70)  -0.111
C (-1.10, 3.28, 6.50)  -0.334
N (0.00, 3.83, 7.00)  0.119
C (-0.48, 4.95, 7.58)  -0.228
N (-1.77, 5.14, 7.48)  0.086
N (-2.16, 4.05, 6.77)  -0.144
C (-3.56, 3.85, 6.45)  -0.003
C (-2.06, 0.21, 0.22)  -0.041
C (2.86, -0.92, -2.75)  -0.099
C (2.33, -2.34, -2.93)  -0.298
C (3.48, -3.32, -3.08)  -0.046
H (-0.55, -5.74, -6.41)  0.077
H (0.78, -6.08, -5.30)  0.078
H (-0.82, -5.67, -4.67)  0.079
H (1.00, -3.79, -6.27)  0.124
H (-0.61, -3.38, -5.65)  0.112
H (1.97, -2.16, -5.03)  0.160
H (-0.35, -1.31, -4.86)  0.118
H (-0.34, -1.63, -3.12)  0.121
H (1.40, 0.39, -4.64)  0.135
H (0.06, 0.76, -3.56)  0.110
H (1.22, 2.84, -0.95)  0.132
H (0.43, 2.36, -2.46)  0.115
H (-0.89, -0.10, -1.68)  0.120
H (-0.02, -1.60, 0.08)  0.119
H (0.96, -0.23, 0.63)  0.109
H (-1.54, -1.09, 1.97)  0.143
H (-0.09, 1.46, 2.01)  0.143
H (-0.13, 2.66, 3.90)  0.120
H (-1.84, 3.09, 3.94)  0.127
H (-2.06, 1.45, 5.92)  0.110
H (-0.30, 1.41, 5.98)  0.128
H (0.15, 5.66, 8.10)  0.098
H (-3.65, 3.02, 5.76)  0.083
H (-4.12, 3.64, 7.35)  0.092
H (-3.95, 4.75, 5.99)  0.091
H (-2.60, 1.14, 0.36)  0.122
H (-2.74, -0.57, -0.12)  0.118
H (3.48, -0.65, -3.62)  0.143
H (3.49, -0.85, -1.86)  0.127
H (1.74, -2.60, -2.04)  0.153
H (4.09, -3.07, -3.95)  0.087
H (4.13, -3.30, -2.20)  0.084
H (3.11, -4.34, -3.20)  0.079

---

No. 3
A cluster of 6 separate species, C20H34BBr10O3 in total in a non-equilibrium geometry. Source: the OMol25 dataset; level of theory: ωB97M-V/def2-TZVPD.

Net charge   -1
Total energy   -728537.610 eV
Frontier orbital gap   6.17 eV

Last column: Löwdin charge in e.
CARTESIAN COORDINATES (ANGSTROEM)
C (1.85, 4.98, 1.99)  -0.062
C (2.27, 3.59, 1.57)  -0.233
C (3.62, 3.31, 1.43)  -0.072
C (4.02, 2.05, 1.00)  -0.223
C (3.10, 1.05, 0.75)  -0.214
C (1.71, 1.32, 0.90)  -0.119
C (1.31, 2.60, 1.30)  -0.178
C (-0.17, 2.88, 1.40)  -0.051
B (-1.12, 1.68, 2.08)  -0.641
O (-2.32, 1.56, 1.17)  -0.144
C (-3.40, 1.42, 2.07)  -0.207
C (-3.04, 2.56, 3.08)  -0.407
O (-3.17, 3.76, 2.34)  -0.009
O (-1.72, 2.18, 3.37)  -0.033
H (1.06, 5.36, 1.35)  0.074
H (2.68, 5.68, 2.03)  0.064
H (1.40, 4.91, 2.99)  0.083
H (4.36, 4.07, 1.63)  0.099
H (5.09, 1.86, 0.87)  -0.029
H (3.47, 0.09, 0.44)  -0.023
H (0.95, 0.59, 0.70)  0.002
H (-0.54, 3.06, 0.39)  0.114
H (-0.37, 3.79, 1.96)  0.068
H (-0.63, 0.56, 2.09)  0.105
H (-4.37, 1.44, 1.59)  0.027
H (-3.15, 0.52, 2.66)  0.122
H (-3.57, 2.55, 4.04)  0.140
H (-2.50, 4.38, 2.65)  0.084
Br (-7.20, 1.58, 0.90)  0.634
C (-6.75, 1.80, -0.98)  -0.683
C (-6.20, 0.52, -1.57)  -0.670
Br (-4.36, 0.21, -1.02)  0.772
H (-6.05, 2.63, -1.04)  0.057
H (-7.68, 2.07, -1.47)  0.051
H (-6.17, 0.58, -2.65)  0.033
H (-6.77, -0.35, -1.27)  0.047
Br (-0.82, -3.29, -0.66)  0.611
C (1.07, -3.77, -0.56)  -0.688
C (1.63, -3.44, 0.80)  -0.652
Br (1.94, -1.52, 0.96)  0.904
H (1.57, -3.24, -1.36)  0.056
H (1.09, -4.84, -0.76)  -0.039
H (2.60, -3.91, 0.94)  0.056
H (0.97, -3.73, 1.61)  0.050
Br (0.85, -7.22, -1.91)  0.641
C (-0.85, -6.66, -2.68)  -0.683
C (-2.01, -7.07, -1.82)  -0.701
Br (-2.41, -8.97, -2.00)  0.590
H (-0.89, -7.08, -3.68)  0.049
H (-0.79, -5.58, -2.75)  0.030
H (-2.92, -6.55, -2.14)  0.061
H (-1.84, -6.88, -0.77)  0.048
Br (7.71, -1.99, -0.40)  0.597
C (8.50, -0.55, 0.65)  -0.703
C (7.95, -0.50, 2.05)  -0.681
Br (6.16, 0.28, 2.07)  0.797
H (8.32, 0.37, 0.10)  0.050
H (9.57, -0.76, 0.66)  0.051
H (8.56, 0.14, 2.67)  0.053
H (7.88, -1.49, 2.50)  0.046
Br (-4.22, -0.42, -5.07)  0.584
C (-3.14, 0.96, -4.23)  -0.715
C (-1.67, 0.70, -4.39)  -0.693
Br (-1.06, -0.69, -3.18)  0.597
H (-3.44, 1.00, -3.18)  -0.058
H (-3.42, 1.89, -4.73)  0.057
H (-1.10, 1.59, -4.12)  0.060
H (-1.40, 0.39, -5.40)  0.044